# 1
C27H33ClN4O5Re | wB97M-V/def2-TZVPD

The geometry in XYZ format:
```
71
Properties=species:S:1:pos:R:3:mulliken_spin:R:1
Re -1.0411 -0.0916 -1.0091 1.05
C -2.9859 1.1390 -4.5803 0.00
C -2.7981 0.8917 -3.1278 0.00
O -1.8964 0.0407 -2.7995 -0.04
C -3.5995 1.5488 -2.1762 -0.03
C -3.6931 1.1892 -0.8556 0.02
C -4.8010 1.6939 0.0053 0.00
N -2.8250 0.2676 -0.3161 -0.04
N -3.3540 -0.4751 0.7135 0.00
C -2.6238 -1.5357 0.8415 0.01
O -1.5646 -1.6528 0.0427 -0.03
C -2.8674 -2.5748 1.8436 0.00
C -2.1142 -3.7488 1.8246 0.00
C -2.3461 -4.7297 2.7750 0.00
C -3.3237 -4.5400 3.7427 0.00
C -4.0753 -3.3710 3.7615 0.00
C -3.8516 -2.3868 2.8150 0.00
H -2.4635 2.0687 -4.8263 0.00
H -2.5565 0.3282 -5.1629 0.00
H -4.0367 1.2714 -4.8305 0.00
H -4.3159 2.2662 -2.5490 0.00
H -5.2589 2.5677 -0.4501 0.00
H -5.5574 0.9163 0.1206 0.00
H -4.4392 1.9368 1.0031 0.00
H -1.3754 -3.9046 1.0493 0.00
H -1.7768 -5.6490 2.7526 0.00
H -3.5081 -5.3100 4.4797 0.00
H -4.8421 -3.2323 4.5112 0.00
H -4.4388 -1.4785 2.8148 0.00
C 2.0252 -1.2003 2.2086 0.00
C 1.3174 -1.1157 0.8442 0.03
N 0.4242 0.0771 0.7986 -0.04
C 1.3022 1.2845 0.7654 0.00
C 2.3875 1.1906 1.8471 0.00
N 1.9532 0.1590 2.8450 0.00
C 0.5477 0.4490 3.2654 0.00
C -0.3578 0.1246 2.0672 0.03
H 3.0745 -1.4690 2.1055 0.00
H 1.5435 -1.9021 2.8877 0.00
H 0.7224 -2.0116 0.6836 -0.01
H 2.0375 -1.0126 0.0312 -0.02
H 0.6687 2.1606 0.8986 0.01
H 1.7801 1.3500 -0.2051 -0.01
H 2.5388 2.1347 2.3665 0.00
H 3.3395 0.8610 1.4397 0.00
H 2.5711 0.1893 3.6556 0.00
H 0.5082 1.4958 3.5610 0.00
H 0.3066 -0.1714 4.1261 0.00
H -1.1421 0.8734 1.9742 -0.01
H -0.8232 -0.8451 2.2173 0.00
C 4.2323 -1.1762 -2.2023 0.00
C 4.1771 0.2396 -1.7064 0.00
C 4.9434 0.6702 -0.6344 0.00
C 4.8853 1.9913 -0.2007 0.00
Cl 5.7857 2.4581 1.2078 0.00
C 4.0926 2.9137 -0.8528 0.00
C 3.3236 2.5024 -1.9390 0.00
C 3.3531 1.1771 -2.3453 0.00
O 2.6068 0.6760 -3.3732 0.00
C 1.5687 1.4738 -3.8727 0.00
C 0.4367 1.7102 -2.8871 0.01
O -0.3976 2.5555 -3.0292 0.01
O 0.4131 0.8432 -1.8433 0.05
H 4.8887 -1.7822 -1.5804 0.00
H 4.6062 -1.2118 -3.2262 0.00
H 3.2385 -1.6289 -2.2276 0.00
H 5.6064 -0.0267 -0.1350 0.00
H 4.0797 3.9468 -0.5330 0.00
H 2.7172 3.2372 -2.4511 0.00
H 1.1412 0.9233 -4.7127 0.00
H 1.9058 2.4400 -4.2519 0.00
```

## Properties
- relative energy (zero: lowest compared OMol25 entry of this formula, charge and spin) (kcal/mol) = 21.1
- HOMO-LUMO gap (alpha / beta) (eV) = 6.5 / 6.6
- spin multiplicity = 2
- E_LUMO (alpha / beta) (hartree) = -0.2567 / -0.2535
- HOMO level (alpha / beta) (eV) = -13.5 / -13.5
- total charge = +2

# 2
C27H33FN5O4SSc | wB97M-V/def2-TZVPD

The geometry in XYZ format:
```
72
Properties=species:S:1:pos:R:3:mulliken_charge:R:1
Sc -0.4317 0.2908 0.1179 0.49
C -0.1887 -1.0931 -7.6788 -1.47
C -0.6649 -0.6299 -6.3241 1.07
C -2.0252 -0.4691 -6.0690 -0.68
C -2.4761 -0.0965 -4.8103 -0.31
C -1.5530 0.1251 -3.7962 -0.49
C -0.1958 -0.0181 -4.0314 -0.37
C 0.2388 -0.3925 -5.2967 -0.91
S -2.1343 0.5238 -2.1693 1.66
O -3.4152 1.1651 -2.3643 -0.78
O -1.1071 1.4465 -1.6054 -0.75
N -2.1530 -0.7450 -1.2843 -0.54
C -1.6857 -2.0306 -1.8065 -0.82
C -0.1613 -2.1786 -1.7783 0.79
O 0.3637 -3.1322 -2.3455 -0.81
O 0.4493 -1.2485 -1.1179 -0.04
H -0.7602 -0.6244 -8.4836 0.37
H -0.3062 -2.1757 -7.7781 0.28
H 0.8676 -0.8610 -7.8274 0.35
H -2.7407 -0.6383 -6.8681 0.34
H -3.5297 0.0418 -4.5968 0.45
H 0.5097 0.1571 -3.2245 0.57
H 1.3014 -0.5156 -5.4802 0.29
H -2.0202 -2.2536 -2.8184 0.27
H -2.0922 -2.8173 -1.1711 0.39
C 3.0825 0.5201 3.7967 -0.89
N 2.2438 -0.6462 3.4952 0.07
C 0.9680 -0.5979 4.1944 -0.86
C 2.1928 -1.1085 2.1850 0.44
N 1.0701 -1.4278 1.6561 -0.62
N 3.4305 -1.1369 1.5471 0.52
C 3.4376 -1.1593 0.0974 -1.09
C 4.5106 -1.8591 2.1770 -1.25
H 2.5181 1.4517 3.6849 0.00
H 3.9301 0.5645 3.1199 0.39
H 3.4477 0.4473 4.8267 0.41
H 1.1593 -0.6084 5.2716 0.31
H 0.3628 -1.4564 3.9165 0.41
H 0.4085 0.3112 3.9395 0.07
H 1.1975 -1.8510 0.7403 0.19
H 3.2854 -2.1666 -0.3167 0.35
H 4.4047 -0.7834 -0.2489 0.35
H 2.6566 -0.5086 -0.2801 0.18
H 4.4200 -1.8091 3.2599 0.41
H 5.4718 -1.4260 1.8852 0.30
H 4.5153 -2.9180 1.8778 0.34
N 1.0344 1.4507 0.6414 -0.49
C 1.6494 2.3048 1.4515 0.48
C 1.0866 2.7715 2.6964 -0.41
C 1.7807 3.5812 3.5817 -0.34
C 3.0899 4.0097 3.3306 -0.51
C 3.6715 3.5972 2.1218 -0.43
C 2.9939 2.7947 1.2213 -0.39
H 0.0757 2.4526 2.9302 0.06
H 1.2933 3.8851 4.5048 0.28
H 3.6248 4.6360 4.0339 0.32
H 4.6823 3.9192 1.8848 0.28
H 3.4672 2.4821 0.2943 0.30
F -7.4360 -0.9440 0.8736 -0.38
C -6.1309 -0.5975 1.1208 0.56
C -5.6428 0.5943 0.6342 -0.77
C -4.3216 0.9386 0.8912 -0.13
C -3.4532 0.1162 1.6302 0.78
C -2.0440 0.4636 1.8724 -1.58
C -4.0102 -1.0866 2.0928 -0.25
C -5.3332 -1.4501 1.8440 -0.68
H -6.2820 1.2361 0.0379 0.37
H -3.9299 1.8601 0.4726 0.30
H -1.6414 -0.0699 2.7350 0.27
H -1.9098 1.5398 2.0165 0.26
H -3.3759 -1.7635 2.6576 0.34
H -5.7415 -2.3844 2.2114 0.38
```

## Properties
- relative energy (zero: lowest compared OMol25 entry of this formula, charge and spin) (kcal/mol) = 14.3
- HOMO-LUMO gap (eV) = 4.7
- spin multiplicity = 1
- E_LUMO (hartree) = 0.1543
- HOMO level (eV) = -0.5
- total charge = -2

# 3
C27H33IrN5O | wB97M-V/def2-TZVPD

The geometry in XYZ format:
```
67
Properties=species:S:1:pos:R:3:mulliken_spin:R:1
Ir 0.2459 -0.0584 0.1162 2.45
C -0.7294 -2.7666 -1.1980 0.03
N -0.2562 -1.4688 -1.7177 0.09
C -1.2911 -0.8430 -2.5618 -0.01
C 0.9895 -1.6032 -2.4512 0.02
C 1.0344 -2.0447 -3.7648 -0.02
C 2.2330 -2.0392 -4.4580 0.04
C 3.3743 -1.5549 -3.8295 -0.02
C 3.3322 -1.1393 -2.5111 0.06
C 2.1416 -1.2087 -1.7823 -0.06
N 1.9983 -0.8327 -0.4302 0.36
C 3.0950 -1.0016 0.4423 0.01
C 4.0775 -1.9809 0.2451 0.04
C 5.1718 -2.0759 1.0829 -0.02
C 5.3192 -1.2030 2.1544 0.04
C 4.3136 -0.2884 2.4093 -0.02
C 3.1953 -0.2143 1.5883 -0.08
N 2.0652 0.6088 1.9473 0.11
C 2.4025 2.0290 2.0474 0.00
C 1.4967 0.1444 3.2191 0.01
H -1.0029 -3.4330 -2.0230 0.00
H -1.5940 -2.5926 -0.5601 0.00
H 0.0728 -3.2255 -0.6230 -0.01
H -1.5873 -1.5043 -3.3803 0.00
H -0.8995 0.0825 -2.9799 -0.01
H -2.1553 -0.6371 -1.9385 0.02
H 0.1320 -2.3801 -4.2579 0.00
H 2.2693 -2.3825 -5.4819 0.00
H 4.3082 -1.4931 -4.3715 0.00
H 4.2257 -0.7475 -2.0477 0.00
H 3.9778 -2.6786 -0.5723 0.00
H 5.9146 -2.8399 0.8972 0.00
H 6.1840 -1.2584 2.7996 0.00
H 4.3804 0.3543 3.2777 0.00
H 3.0753 2.2316 2.8884 0.00
H 1.4937 2.6102 2.2079 -0.01
H 2.8848 2.3546 1.1269 0.00
H 2.2159 0.2368 4.0406 0.00
H 1.2001 -0.9002 3.1320 0.00
H 0.6269 0.7508 3.4633 0.00
C -1.8814 0.1010 2.8502 0.05
C -1.5705 1.3745 2.1737 0.32
C -2.0901 2.6733 2.5360 0.11
C -1.5832 3.5611 1.6471 0.12
C -0.7469 2.8053 0.7377 0.36
C 0.0171 3.3494 -0.4021 0.03
N -0.7591 1.5006 1.0896 -0.09
H -1.7976 0.2164 3.9328 0.02
H -1.2351 -0.7089 2.5154 -0.03
H -2.9106 -0.1819 2.6206 0.04
H -2.7468 2.8641 3.3693 0.00
H -1.7367 4.6270 1.6067 0.00
H 0.7997 4.0227 -0.0404 0.02
H -0.6362 3.9479 -1.0401 0.02
H 0.4792 2.5552 -0.9874 -0.01
O -2.8026 -0.5135 0.1286 0.01
N -3.9521 -0.0821 -0.2939 0.00
C -4.1830 1.2438 -0.3887 0.01
C -5.3967 1.7193 -0.8366 0.01
C -6.3960 0.8306 -1.1982 0.00
C -6.1381 -0.5274 -1.0964 0.00
C -4.9123 -0.9642 -0.6438 0.00
H -3.3540 1.8658 -0.0875 0.00
H -5.5411 2.7880 -0.8967 0.00
H -7.3519 1.1880 -1.5512 0.00
H -6.8802 -1.2651 -1.3641 0.00
H -4.6254 -1.9974 -0.5257 0.00
```

## Properties
- relative energy (zero: lowest compared OMol25 entry of this formula, charge and spin) (kcal/mol) = 0.0
- HOMO-LUMO gap (alpha / beta) (eV) = 7.3 / 5.2
- spin multiplicity = 5
- E_LUMO (alpha / beta) (hartree) = -0.0827 / -0.1742
- HOMO level (alpha / beta) (eV) = -9.6 / -9.9
- total charge = +1

no.,DFT total energy (Eh)
1,-2181.83698
2,-2882.29884
3,-1501.62247